Below is H21O11 as an isolated structure at a distorted geometry, with properties calculated with ωB97M-V/def2-TZVPD.

Its HOMO-LUMO gap is 0.3395 Eh.

The geometry in ORCA input format:
```
! RIJCOSX wB97M-V def2-TZVPD def2/J DEFGRID3
* xyz -1 1
O 3.678 0.231 -2.305
H 3.483 -0.625 -2.593
H -2.538 -1.318 1.655
O -3.481 -1.661 1.993
H -1.263 0.448 -2.392
H 0.993 0.130 3.709
O -0.075 0.056 -0.795
H -1.999 -0.933 -2.680
H 0.865 -2.025 1.418
O -1.060 -1.706 0.841
H -1.559 -2.028 0.042
H 4.489 -0.079 -0.097
O -3.713 2.989 0.680
H 2.063 -1.647 -1.559
H 2.946 0.583 -1.810
O 1.637 -1.437 1.339
H 1.401 -0.761 0.578
H 2.284 -0.125 4.050
O 1.546 0.001 4.597
H -0.358 -1.018 0.392
O -2.134 0.005 -2.662
H 0.129 0.912 -0.805
H -1.859 2.153 -1.752
O -2.188 3.115 -1.676
H -3.152 2.940 -1.382
H -3.466 -2.559 2.002
O 1.570 -1.037 -2.035
H -3.495 2.016 0.732
H 0.579 -0.818 -1.515
O 4.205 0.545 0.450
H -2.879 3.436 0.738
H 3.349 0.219 0.839
*
```



Below is H22HeNeO11 as an isolated structure at a distorted geometry, with properties calculated with ωB97M-V/def2-TZVPD.

Its HOMO-LUMO gap is 0.3996 Eh.

The geometry in ORCA input format:
```
! RIJCOSX wB97M-V def2-TZVPD def2/J DEFGRID3
* xyz 0 1
He -7.767 -12.386 20.579
Ne -8.192 -11.764 17.668
O -7.588 -8.181 17.003
H -8.124 -8.003 16.230
H -6.770 -8.532 16.653
O -10.435 -11.475 19.588
H -11.113 -10.826 19.775
H -9.626 -10.967 19.529
O -10.357 -14.054 17.941
H -10.268 -13.159 18.268
H -11.289 -14.145 17.742
O -8.268 -15.046 19.979
H -8.978 -14.866 19.362
H -7.493 -14.658 19.572
O -7.821 -11.529 14.961
H -7.922 -12.468 15.120
H -7.070 -11.274 15.497
O -6.383 -15.605 16.782
H -7.178 -15.312 16.336
H -6.269 -16.512 16.499
O -5.308 -11.039 16.021
H -4.778 -10.916 16.809
H -5.029 -11.887 15.675
O -8.608 -14.498 15.768
H -9.243 -14.640 15.066
H -9.128 -14.530 16.571
O -5.584 -11.292 19.267
H -5.572 -12.238 19.122
H -5.099 -11.168 20.083
O -5.552 -14.009 19.055
H -4.724 -14.428 19.288
H -5.901 -14.547 18.344
O -8.366 -9.712 19.282
H -7.978 -9.355 18.483
H -7.778 -10.423 19.537
*
```



Below is H22KrO11 as an isolated structure at a distorted geometry, with properties calculated with ωB97M-V/def2-TZVPD.

Its HOMO-LUMO gap is 0.3867 Eh.

The geometry in ORCA input format:
```
! RIJCOSX wB97M-V def2-TZVPD def2/J DEFGRID3
* xyz 0 1
Kr 0.342 -0.132 0.187
O -0.863 -1.843 -3.334
H -1.751 -1.890 -3.687
H -0.852 -2.485 -2.623
O -1.056 0.944 -2.999
H -0.922 0.000 -3.073
H -1.907 1.099 -3.409
O 3.495 1.168 0.440
H 3.569 1.929 1.016
H 3.731 0.424 0.993
O -0.658 3.117 -0.356
H 0.190 2.892 -0.740
H -1.267 3.101 -1.094
O -2.462 0.723 -0.531
H -2.295 1.388 0.137
H -1.647 0.676 -1.031
O -1.042 -3.368 -0.050
H -1.634 -2.770 0.405
H -0.303 -3.476 0.548
O -0.230 2.552 2.891
H 0.414 2.617 2.187
H -1.077 2.593 2.447
O 2.078 -1.253 2.921
H 1.447 -0.536 2.858
H 2.040 -1.527 3.837
O 1.647 -3.391 1.261
H 1.737 -2.529 1.666
H 2.518 -3.586 0.915
O 1.866 2.871 -1.347
H 2.078 2.742 -2.271
H 2.326 2.164 -0.894
O -3.296 -1.745 0.765
H -3.135 -1.522 1.682
H -3.080 -0.946 0.283
*
```



Below is a 10-piece molecular cluster, H22NO9 overall at a distorted geometry, with properties calculated with ωB97M-V/def2-TZVPD.

Its HOMO-LUMO gap is 0.3672 Eh.

The geometry in ORCA input format:
```
! RIJCOSX wB97M-V def2-TZVPD def2/J DEFGRID3
* xyz 1 1
N -0.101 -0.572 0.060
H -0.288 -0.685 1.066
H 0.733 0.019 0.098
H -0.872 -0.126 -0.321
H 0.088 -1.474 -0.414
O -2.423 0.916 -1.897
H -3.327 0.408 -1.973
H -2.636 1.485 -1.101
O 0.376 3.563 1.259
H 0.551 2.553 1.418
H 0.282 4.198 2.081
O 1.545 0.732 -2.141
H 0.783 0.706 -2.696
H 2.433 0.911 -2.637
O -2.217 -2.409 -0.198
H -2.425 -3.293 0.090
H -3.013 -2.397 -0.727
O 1.239 1.326 2.307
H 0.767 1.272 3.233
H 2.199 1.321 2.419
O 0.655 -2.973 -3.208
H 0.937 -3.175 -4.136
H 1.394 -2.685 -2.651
O 1.627 -2.575 1.370
H 1.723 -3.164 0.594
H 1.232 -3.016 2.046
O 2.708 2.602 -0.110
H 2.476 2.033 -0.906
H 2.043 3.291 0.263
O -2.542 0.467 2.023
H -2.473 0.479 2.965
H -3.471 0.274 1.814
*
```



Energy above the lowest of the compared OMol25 structures with the same formula, charge and spin for every record listed, in sequence, given in eV: 3.6458; 0.0000; 0.1483; 3.4478.
DFT total energy for every record listed, in sequence, given in Ha: -840.2104; -972.7039; -3594.4610; -744.8291.